This record from the OMol25 dataset describes a structure of composition C28H56Cl18FInN. The level of theory is ωB97M-V with the def2-TZVPD basis set.

**Frontier orbital gap**: 5.16 eV
**E**: -264730.3004 eV
**Charge**: -1
**E_HOMO**: -3.646 eV

Cartesian coordinates (Å):
C 4.57337 -1.31213 3.67246
C 5.37580 -1.53722 2.80443
C 6.40739 -1.87663 1.81928
C 5.94118 -2.85390 0.70157
C 4.47353 -3.31110 0.80245
In 2.96443 -1.86262 -0.04398
F 3.03734 -1.84207 -2.10874
C 0.95597 -2.73092 0.49795
C 0.08565 -1.66966 1.20743
C -1.40690 -2.06757 1.30348
N 3.00803 0.06498 0.85977
C 3.69655 1.11319 0.12125
C 4.80487 0.64869 -0.84160
H 3.67025 -1.00031 4.13570
H 6.75067 -0.92995 1.38948
H 7.24320 -2.32202 2.36350
H 6.57264 -3.75221 0.79376
H 6.12559 -2.47707 -0.30706
H 4.38469 -4.20492 0.17050
H 4.17721 -3.61124 1.80569
H 0.49323 -3.12288 -0.41319
H 1.07680 -3.58697 1.17540
H 0.49056 -1.57466 2.22010
H 0.24072 -0.71972 0.69363
H -1.73505 -2.09902 2.34907
H -2.03874 -1.31254 0.82339
H -1.59356 -3.04393 0.85771
H 3.29458 0.04536 1.82493
H 4.19564 1.75774 0.86300
H 3.01044 1.77808 -0.42800
H 5.48931 1.49999 -0.98896
H 4.43652 0.40969 -1.84112
H 5.42253 -0.15244 -0.43055
Cl -0.77653 -5.75112 -0.33848
C -1.13619 -6.33778 -1.97934
C -0.28731 -5.62479 -3.00002
Cl -0.73610 -3.91167 -3.17583
H -2.19840 -6.20175 -2.17322
H -0.92033 -7.40571 -1.99354
H -0.41549 -6.08265 -3.98084
H 0.76445 -5.66279 -2.72937
Cl -3.86142 -3.53389 -1.09293
C -5.28790 -2.56518 -1.52751
C -5.20700 -1.16089 -0.98239
Cl -5.35218 -1.12197 0.79403
H -6.17356 -3.08075 -1.16285
H -5.33104 -2.53466 -2.61579
H -6.02809 -0.56484 -1.37916
H -4.26939 -0.68163 -1.25451
Cl 2.55285 4.54102 1.84999
C 1.00616 4.80136 1.00033
C -0.07124 3.86232 1.47575
Cl 0.23963 2.17788 1.00361
H 1.18721 4.68936 -0.06600
H 0.70910 5.83201 1.19461
H -1.02548 4.14214 1.02978
H -0.17639 3.89390 2.55891
Cl -3.04859 5.55346 1.32258
C -4.65133 4.87963 1.74085
C -4.66285 3.37384 1.68322
Cl -4.49939 2.77978 0.01006
H -5.38144 5.31097 1.05679
H -4.88208 5.21614 2.75096
H -5.61200 3.00014 2.06423
H -3.86012 2.93914 2.27472
Cl 4.89999 -6.32539 2.24676
C 4.16855 -7.01504 3.71351
C 2.66172 -6.98507 3.65785
Cl 2.02073 -5.32713 3.74618
H 4.54549 -6.46225 4.57101
H 4.51316 -8.04625 3.79031
H 2.25256 -7.53041 4.50803
H 2.28930 -7.44119 2.74346
Cl 4.74831 1.29691 4.26395
C 3.61257 2.44062 5.02459
C 4.16955 3.83832 5.12287
Cl 5.51469 3.94979 6.29490
H 3.35026 2.05037 6.00586
H 2.71613 2.44935 4.40396
H 3.39543 4.52264 5.46790
H 4.53291 4.18864 4.16196
Cl -5.80305 8.92679 -2.46472
C -4.70079 7.72954 -1.73383
C -5.29846 6.34792 -1.71645
Cl -6.67452 6.22247 -0.58462
H -4.45060 8.07098 -0.73245
H -3.79181 7.72590 -2.33267
H -4.54982 5.62826 -1.38407
H -5.64948 6.04912 -2.70091
Cl -10.10780 5.72337 -5.97710
C -9.52301 6.95727 -4.83070
C -8.30293 7.67827 -5.34260
Cl -6.87043 6.62297 -5.39574
H -9.32477 6.46698 -3.88069
H -10.33512 7.66865 -4.68903
H -8.05979 8.50526 -4.67623
H -8.46326 8.07662 -6.34136
Cl 3.43243 -6.48237 -3.02882
C 3.92323 -5.27649 -4.24550
C 2.75535 -4.77667 -5.05516
Cl 2.09325 -6.03781 -6.13880
H 4.68755 -5.72702 -4.87447
H 4.36719 -4.44235 -3.70345
H 3.07465 -3.95161 -5.68855
H 1.94859 -4.42493 -4.41656

Atom charges from the Löwdin analysis, given in e for atoms 1 to 99: C -0.042; C -0.176; C -0.201; C -0.304; C -0.313; In 0.814; F -0.526; C -0.297; C -0.364; C -0.131; N -0.155; C -0.423; C -0.128; H 0.012; H 0.101; H 0.105; H 0.079; H 0.084; H 0.013; H -0.010; H -0.021; H 0.003; H 0.084; H 0.033; H 0.057; H 0.040; H 0.015; H -0.030; H 0.074; H 0.069; H 0.062; H 0.055; H 0.040; Cl 0.581; C -0.656; C -0.674; Cl 0.560; H 0.053; H 0.068; H 0.062; H 0.019; Cl 0.569; C -0.666; C -0.667; Cl 0.527; H 0.063; H 0.070; H 0.067; H 0.068; Cl 0.566; C -0.654; C -0.705; Cl 0.610; H 0.071; H 0.065; H -0.017; H 0.065; Cl 0.587; C -0.653; C -0.636; Cl 0.551; H -0.043; H 0.077; H 0.077; H 0.074; Cl 0.598; C -0.667; C -0.669; Cl 0.564; H 0.066; H 0.065; H 0.065; H 0.067; Cl 0.662; C -0.634; C -0.682; Cl 0.519; H 0.068; H 0.064; H 0.068; H 0.043; Cl 0.534; C -0.650; C -0.634; Cl 0.582; H 0.064; H 0.078; H 0.045; H 0.038; Cl 0.534; C -0.664; C -0.664; Cl 0.546; H 0.067; H 0.072; H 0.053; H 0.068; Cl 0.553; C -0.641

---

This record from the OMol25 dataset describes a cluster of 7 separate species, C28H56O7 in total. The level of theory is ωB97M-V with the def2-TZVPD basis set.

**Frontier orbital gap**: 9.81 eV
**E**: -44270.8626 eV
**Energy above the lowest of the compared OMol25 structures with the same formula, charge and spin**: 60.2 kcal/mol
**SMILES**: C1CCOC1.C1CCOC1.C1CCOC1.C1CCOC1.C1CCOC1.C1CCOC1.C1CCOC1
**E_HOMO**: -9.332 eV

Cartesian coordinates (Å):
C -0.88244 2.56353 4.11988
C -0.30152 1.53923 5.02475
C -0.70134 0.20991 4.36940
O -1.16497 0.58862 3.07427
C -0.94542 1.96475 2.69162
H -0.26173 3.45642 4.19444
H -1.87094 2.80485 4.51070
H -0.73069 1.71236 6.01164
H 0.77056 1.72701 5.08386
H -1.45405 -0.31895 4.95407
H 0.12924 -0.49584 4.35702
H -1.67513 2.45148 2.04455
H 0.07190 1.89703 2.30617
C 5.60730 0.84049 -1.71108
C 4.92776 0.10407 -0.55143
C 3.43136 0.50386 -0.78678
O 3.34893 0.66795 -2.18980
C 4.64240 0.32832 -2.82371
H 6.62714 0.51095 -1.90964
H 5.67992 1.92800 -1.72297
H 5.35304 0.41966 0.40127
H 5.13434 -0.96456 -0.61016
H 3.31433 1.42439 -0.21492
H 2.75950 -0.31209 -0.52049
H 4.61491 0.92616 -3.73471
H 4.72186 -0.70626 -3.15753
C 1.74829 -4.65167 -1.82656
C 2.65782 -3.44453 -1.39356
C 3.99330 -4.18164 -1.61705
O 3.81004 -4.74594 -2.93419
C 2.47648 -5.10074 -3.09289
H 0.68579 -4.51525 -2.02803
H 1.80697 -5.34822 -0.99022
H 2.52202 -3.21071 -0.33763
H 2.50777 -2.53171 -1.97005
H 4.18981 -4.95463 -0.87411
H 4.83619 -3.49094 -1.59347
H 2.39658 -6.18423 -3.18092
H 2.07929 -4.73676 -4.04044
C -5.39527 0.58237 1.47388
C -5.51229 2.16423 1.64172
C -4.61306 2.63025 2.82391
O -4.52343 1.36661 3.53427
C -4.51461 0.26349 2.62854
H -4.99347 0.17679 0.54535
H -6.35713 0.11928 1.69401
H -6.54584 2.35660 1.92958
H -5.40360 2.70398 0.70099
H -5.07174 3.47394 3.33958
H -3.58654 2.84333 2.52567
H -4.74482 -0.70523 3.07203
H -3.49619 0.22334 2.24214
C 2.12792 3.52399 -3.01687
C 1.06436 4.55496 -3.25076
C 0.64688 4.41411 -4.68223
O 1.14764 3.17740 -5.08458
C 1.75243 2.45191 -3.97952
H 2.16198 3.22409 -1.96950
H 3.16038 3.84580 -3.15315
H 1.43916 5.55301 -3.02381
H 0.20261 4.32213 -2.62524
H 1.09197 5.15790 -5.34312
H -0.42909 4.58455 -4.71895
H 2.55912 1.78742 -4.28902
H 0.99863 1.82213 -3.50702
C -1.38421 -3.21633 1.72476
C -1.42278 -3.39822 3.21617
C -2.68738 -4.39171 3.37299
O -3.50957 -4.24991 2.16203
C -2.79708 -3.38292 1.20640
H -0.66216 -3.95569 1.37820
H -1.02567 -2.25121 1.36687
H -1.63985 -2.41317 3.62927
H -0.50956 -3.80065 3.65455
H -3.18123 -4.16114 4.31695
H -2.36539 -5.43222 3.41498
H -3.37855 -2.46105 1.19438
H -2.75019 -3.83030 0.21355
C -0.14855 0.86096 -0.76622
C -1.35826 1.78074 -0.83385
C -1.87180 1.48984 -2.21652
O -1.59085 0.06512 -2.40983
C -0.55286 -0.43497 -1.55125
H 0.18741 0.57241 0.22975
H 0.67377 1.34274 -1.29517
H -1.05956 2.81994 -0.69625
H -2.04272 1.53108 -0.02312
H -1.32824 1.98842 -3.01905
H -2.94705 1.62617 -2.33205
H 0.28866 -0.93834 -2.02724
H -0.95926 -1.05194 -0.74982

Charges per atom according to Löwdin partitioning, unit e: C -0.187; C -0.176; C -0.188; O -0.185; C -0.150; H 0.112; H 0.110; H 0.115; H 0.110; H 0.113; H 0.110; H 0.093; H 0.114; C -0.149; C -0.158; C -0.205; O -0.194; C -0.141; H 0.106; H 0.114; H 0.106; H 0.098; H 0.116; H 0.102; H 0.106; H 0.115; C -0.155; C -0.153; C -0.184; O -0.133; C -0.242; H 0.106; H 0.106; H 0.102; H 0.099; H 0.118; H 0.107; H 0.112; H 0.120; C -0.146; C -0.132; C -0.151; O -0.158; C -0.240; H 0.105; H 0.104; H 0.097; H 0.096; H 0.120; H 0.083; H 0.127; H 0.094; C -0.190; C -0.174; C -0.239; O -0.115; C -0.176; H 0.102; H 0.117; H 0.117; H 0.103; H 0.117; H 0.114; H 0.106; H 0.100; C -0.205; C -0.143; C -0.144; O -0.158; C -0.167; H 0.108; H 0.095; H 0.083; H 0.107; H 0.102; H 0.103; H 0.105; H 0.115; C -0.166; C -0.171; C -0.161; O -0.150; C -0.159; H 0.098; H 0.079; H 0.111; H 0.096; H 0.107; H 0.120; H 0.109; H 0.094

---

- frontier orbital gap of number 1 (C28H56Cl18FInN)?
  5.16 eV

---

- The lowest E_HOMO belongs to which entry?
  C28H56O7

---

- What is the formula in the first record?
  C28H56Cl18FInN